1.
DFT (ωB97M-V/def2-TZVPD) results for C53H48BrN8O4RbSi as an isolated structure.

## Properties
* lowest unoccupied orbital energy: 3.321 eV
* F_max: 0.55 eV/A
* charge: -2
* spin multiplicity: 1

CARTESIAN COORDINATES (ANGSTROEM)
Rb (-0.858, 1.203, 1.362)
Br (3.947, 1.139, 8.358)
C (2.790, 0.949, 6.851)
C (1.659, 0.122, 6.950)
C (0.814, -0.017, 5.887)
C (1.009, 0.675, 4.630)
O (0.186, 0.580, 3.697)
C (2.230, 1.462, 4.554)
C (2.697, 2.106, 3.354)
N (2.192, 2.040, 2.176)
C (2.924, 2.621, 1.141)
C (4.283, 2.465, 0.978)
C (4.959, 3.009, -0.135)
C (4.289, 3.706, -1.098)
C (2.886, 3.882, -0.983)
C (2.113, 4.571, -1.949)
C (0.760, 4.655, -1.792)
C (0.165, 4.057, -0.655)
N (0.860, 3.454, 0.275)
C (2.199, 3.340, 0.128)
C (3.065, 1.594, 5.676)
H (1.463, -0.405, 7.876)
H (-0.063, -0.649, 5.957)
H (3.612, 2.702, 3.505)
H (4.837, 1.877, 1.698)
H (6.028, 2.852, -0.221)
H (4.809, 4.124, -1.954)
H (2.609, 5.016, -2.806)
H (0.133, 5.157, -2.517)
H (-0.912, 4.079, -0.496)
H (3.954, 2.211, 5.594)
C (3.776, -6.049, 0.921)
O (2.502, -5.490, 1.134)
C (1.435, -6.058, 0.492)
C (1.481, -7.261, -0.181)
C (0.340, -7.744, -0.823)
C (-0.822, -7.003, -0.782)
C (-0.874, -5.787, -0.104)
C (0.248, -5.291, 0.550)
N (0.330, -4.097, 1.256)
C (-0.478, -2.943, 1.078)
N (-1.798, -3.194, 1.218)
C (-2.936, -2.348, 0.975)
C (-2.834, -1.087, 0.391)
C (-4.085, -0.440, 0.296)
C (-5.298, -0.973, 0.700)
C (-5.342, -2.261, 1.241)
C (-4.146, -2.943, 1.376)
O (-4.053, -4.229, 1.912)
C (-5.252, -4.856, 2.277)
N (0.048, -1.798, 0.858)
C (1.406, -1.732, 0.544)
C (2.266, -1.053, 1.410)
C (3.622, -0.942, 1.146)
C (4.152, -1.492, -0.011)
C (3.310, -2.146, -0.900)
C (1.952, -2.278, -0.636)
O (1.238, -3.019, -1.542)
C (-0.075, -2.583, -1.910)
H (4.479, -5.399, 1.435)
H (4.020, -6.079, -0.145)
H (3.845, -7.060, 1.337)
H (2.403, -7.825, -0.219)
H (0.379, -8.688, -1.351)
H (-1.714, -7.356, -1.285)
H (-1.790, -5.215, -0.102)
H (1.288, -3.844, 1.453)
H (-2.006, -4.046, 1.712)
H (-4.113, 0.582, -0.090)
H (-6.216, -0.398, 0.619)
H (-6.280, -2.696, 1.558)
H (-4.988, -5.854, 2.625)
H (-5.938, -4.940, 1.427)
H (-5.762, -4.318, 3.083)
H (1.826, -0.613, 2.297)
H (4.255, -0.422, 1.854)
H (5.209, -1.401, -0.233)
H (3.686, -2.581, -1.819)
H (-0.137, -2.683, -2.996)
H (-0.262, -1.559, -1.604)
H (-0.841, -3.209, -1.450)
N (4.986, 2.224, -8.416)
C (4.235, 2.038, -7.565)
C (3.298, 1.805, -6.508)
C (2.064, 1.219, -6.783)
C (1.162, 0.996, -5.763)
C (1.471, 1.365, -4.453)
C (2.708, 1.953, -4.179)
C (3.614, 2.164, -5.198)
N (0.554, 1.145, -3.423)
C (-0.808, 0.877, -3.536)
C (-1.268, 0.726, -2.267)
N (-0.231, 0.879, -1.373)
C (0.827, 1.122, -2.076)
H (1.818, 0.928, -7.795)
H (0.219, 0.512, -5.973)
H (2.956, 2.258, -3.171)
H (4.571, 2.619, -4.979)
H (-1.312, 0.857, -4.484)
H (-2.257, 0.490, -1.906)
H (1.824, 1.264, -1.687)
C (-6.816, 4.108, 0.365)
Si (-5.286, 5.217, 0.358)
C (-5.261, 6.074, -1.329)
C (-5.587, 6.552, 1.665)
C (-3.768, 4.319, 0.667)
C (-2.769, 3.614, 0.878)
H (-7.732, 4.689, 0.218)
H (-6.890, 3.574, 1.315)
H (-6.748, 3.358, -0.425)
H (-6.167, 6.664, -1.500)
H (-5.183, 5.324, -2.120)
H (-4.395, 6.735, -1.411)
H (-6.501, 7.121, 1.466)
H (-4.745, 7.247, 1.704)
H (-5.676, 6.085, 2.648)

Cartesian forces (eV/Å) of the 2 atoms listed first:
-0.345 -0.081 0.146
0.034 0.009 0.029

Atomic partial charges in e from the Löwdin method, atoms 1 to 99:
1. Rb 0.731
2. Br 0.618
3. C -0.722
4. C -0.160
5. C -0.016
6. C -0.416
7. O -0.206
8. C -0.133
9. C -0.105
10. N 0.107
11. C -0.208
12. C -0.039
13. C -0.090
14. C -0.077
15. C -0.193
16. C -0.051
17. C -0.042
18. C -0.138
19. N 0.096
20. C -0.175
21. C -0.125
22. H 0.087
23. H 0.107
24. H 0.119
25. H 0.098
26. H 0.096
27. H 0.100
28. H 0.109
29. H 0.102
30. H 0.049
31. H 0.095
32. C -0.085
33. O -0.092
34. C -0.216
35. C -0.040
36. C -0.120
37. C -0.108
38. C -0.020
39. C -0.162
40. N 0.159
41. C -0.372
42. N 0.129
43. C -0.223
44. C -0.106
45. C -0.195
46. C -0.132
47. C -0.078
48. C -0.235
49. O -0.129
50. C -0.122
51. N 0.143
52. C -0.223
53. C -0.009
54. C -0.103
55. C -0.112
56. C -0.032
57. C -0.241
58. O -0.090
59. C -0.045
60. H 0.093
61. H 0.098
62. H 0.087
63. H 0.095
64. H 0.088
65. H 0.095
66. H 0.103
67. H 0.126
68. H 0.122
69. H 0.063
70. H 0.082
71. H 0.081
72. H 0.083
73. H 0.087
74. H 0.089
75. H 0.093
76. H 0.090
77. H 0.088
78. H 0.108
79. H 0.088
80. H 0.060
81. H 0.076
82. N 0.133
83. C -0.200
84. C -0.248
85. C -0.030
86. C 0.001
87. C -0.161
88. C 0.014
89. C -0.016
90. N -0.004
91. C -0.041
92. C -0.111
93. N 0.014
94. C -0.143
95. H 0.117
96. H 0.106
97. H 0.091
98. H 0.120
99. H 0.104

***

2.
DFT (ωB97M-V/def2-TZVPD) results for a 11-piece molecular cluster, C72H120Cl3N12O8 overall.

## Properties
* lowest unoccupied orbital energy: -13.038 eV
* F_max: 3.83 eV/A
* charge: +9
* spin multiplicity: 1

CARTESIAN COORDINATES (ANGSTROEM)
C (-14.598, -2.504, -6.482)
N (-14.363, -0.965, -6.735)
C (-13.146, -0.508, -7.247)
C (-13.050, 0.805, -7.657)
C (-14.121, 1.652, -7.433)
C (-15.292, 1.195, -6.812)
C (-15.349, -0.146, -6.484)
C (-13.986, 3.090, -7.759)
C (-13.383, 3.441, -8.933)
C (-13.148, 4.785, -9.260)
N (-13.633, 5.741, -8.475)
C (-14.245, 5.396, -7.322)
C (-14.362, 4.129, -6.894)
C (-13.408, 7.211, -8.790)
H (-15.153, -2.549, -5.535)
H (-13.707, -3.088, -6.365)
H (-15.193, -2.965, -7.289)
H (-12.383, -1.283, -7.478)
H (-12.188, 1.159, -8.173)
H (-16.149, 1.825, -6.699)
H (-16.212, -0.564, -5.902)
H (-12.892, 2.668, -9.508)
H (-12.584, 5.126, -10.101)
H (-14.694, 6.161, -6.668)
H (-14.828, 3.942, -5.964)
H (-13.221, 7.298, -9.855)
H (-12.595, 7.669, -8.202)
H (-14.360, 7.660, -8.481)
C (-10.829, 8.369, 8.873)
N (-9.540, 9.208, 8.941)
C (-9.614, 10.420, 8.473)
C (-8.499, 11.172, 8.143)
C (-7.195, 10.676, 8.403)
C (-7.160, 9.428, 9.008)
C (-8.263, 8.700, 9.244)
C (-5.940, 11.352, 8.049)
C (-4.746, 11.005, 8.684)
C (-3.582, 11.625, 8.188)
N (-3.577, 12.581, 7.263)
C (-4.758, 12.901, 6.647)
C (-5.921, 12.256, 7.012)
C (-2.283, 13.199, 6.782)
H (-11.558, 9.060, 9.287)
H (-10.823, 7.493, 9.565)
H (-11.110, 8.090, 7.864)
H (-10.612, 10.804, 8.309)
H (-8.622, 12.165, 7.764)
H (-6.123, 9.048, 9.124)
H (-8.214, 7.642, 9.599)
H (-4.690, 10.287, 9.460)
H (-2.618, 11.400, 8.558)
H (-4.753, 13.531, 5.747)
H (-6.741, 12.678, 6.518)
H (-1.755, 12.416, 6.213)
H (-1.581, 13.478, 7.580)
H (-2.529, 14.046, 6.196)
C (0.729, -15.473, 10.446)
N (0.545, -14.057, 9.968)
C (1.301, -13.140, 10.620)
C (1.276, -11.792, 10.211)
C (0.395, -11.367, 9.162)
C (-0.472, -12.363, 8.647)
C (-0.392, -13.672, 9.060)
C (0.272, -9.975, 8.783)
C (1.055, -8.979, 9.456)
C (0.993, -7.665, 9.054)
N (0.231, -7.318, 8.007)
C (-0.468, -8.198, 7.305)
C (-0.486, -9.535, 7.690)
C (0.082, -5.915, 7.727)
H (1.764, -15.671, 10.529)
H (0.297, -16.140, 9.706)
H (0.188, -15.512, 11.425)
H (1.939, -13.480, 11.427)
H (1.885, -11.136, 10.818)
H (-1.179, -12.187, 7.845)
H (-0.959, -14.541, 8.666)
H (1.691, -9.247, 10.255)
H (1.607, -6.883, 9.522)
H (-1.238, -7.846, 6.531)
H (-1.130, -10.214, 7.153)
H (0.783, -5.583, 6.946)
H (0.195, -5.257, 8.539)
H (-0.910, -5.830, 7.302)
C (-0.549, -3.394, -6.742)
N (-0.009, -3.124, -8.113)
C (1.015, -2.341, -8.329)
C (1.494, -2.152, -9.618)
C (0.984, -2.798, -10.710)
C (-0.065, -3.686, -10.432)
C (-0.518, -3.842, -9.163)
C (1.498, -2.642, -12.050)
C (2.880, -2.601, -12.303)
C (3.290, -2.278, -13.587)
N (2.480, -2.010, -14.601)
C (1.117, -2.031, -14.377)
C (0.706, -2.325, -13.116)
C (3.002, -1.650, -15.949)
H (0.059, -2.771, -6.116)
H (-0.391, -4.496, -6.606)
H (-1.610, -3.111, -6.705)
H (1.459, -1.744, -7.450)
H (2.315, -1.467, -9.592)
H (-0.628, -4.155, -11.219)
H (-1.306, -4.542, -8.948)
H (3.546, -2.867, -11.511)
H (4.388, -2.385, -13.881)
H (0.434, -1.769, -15.222)
H (-0.400, -2.413, -13.125)
H (3.675, -2.397, -16.312)
H (3.582, -0.727, -15.778)
H (2.194, -1.329, -16.570)
C (-1.601, 0.212, -4.699)
O (-0.980, -0.961, -4.219)
C (-1.240, -1.252, -2.837)
C (-0.172, -0.537, -1.997)
N (1.093, -0.574, -2.724)
H (1.186, -1.290, -3.448)
H (1.151, 0.218, -3.384)
C (2.372, -0.509, -1.992)
C (2.502, 0.732, -1.126)
O (1.623, 0.773, -0.095)
C (2.312, 0.885, 1.171)
H (-1.655, 0.987, -3.915)
H (-2.610, 0.045, -5.055)
H (-0.968, 0.471, -5.548)
H (-1.181, -2.324, -2.743)
H (-2.236, -0.998, -2.510)
H (-0.128, -1.153, -1.112)
H (-0.434, 0.500, -1.728)
H (3.220, -0.359, -2.657)
H (2.509, -1.479, -1.444)
H (2.310, 1.540, -1.801)
H (3.537, 0.927, -0.776)
H (2.752, 1.858, 1.317)
H (3.142, 0.121, 1.369)
H (1.564, 0.740, 1.961)
C (9.148, 0.917, -8.784)
O (8.317, 1.549, -7.855)
C (6.964, 1.321, -8.075)
C (6.225, 1.967, -6.896)
N (6.252, 3.440, -7.104)
H (7.221, 3.747, -7.189)
H (5.831, 3.415, -8.049)
C (5.536, 4.317, -6.106)
C (4.991, 5.559, -6.736)
O (6.015, 6.027, -7.566)
C (5.909, 7.396, -7.980)
H (8.892, 1.151, -9.842)
H (9.298, -0.192, -8.614)
H (10.127, 1.381, -8.635)
H (6.737, 0.215, -8.125)
H (6.642, 1.762, -9.083)
H (6.710, 1.736, -5.913)
H (5.173, 1.656, -6.797)
H (6.190, 4.564, -5.289)
H (4.745, 3.663, -5.747)
H (4.676, 6.240, -5.931)
H (4.108, 5.346, -7.327)
H (5.056, 7.649, -8.612)
H (6.838, 7.586, -8.517)
H (5.858, 8.031, -7.073)
C (5.618, -8.305, 3.350)
O (5.011, -7.035, 3.059)
C (5.078, -6.616, 1.714)
C (6.413, -5.805, 1.456)
N (6.679, -4.839, 2.534)
H (6.061, -4.000, 2.512)
H (6.367, -5.327, 3.385)
C (8.065, -4.367, 2.750)
C (8.029, -2.909, 2.382)
O (7.225, -2.654, 1.241)
C (8.006, -2.782, 0.062)
H (4.971, -9.132, 3.051)
H (5.814, -8.412, 4.390)
H (6.528, -8.355, 2.734)
H (4.141, -6.207, 1.422)
H (5.260, -7.473, 1.101)
H (6.456, -5.423, 0.439)
H (7.161, -6.528, 1.605)
H (8.782, -4.970, 2.125)
H (8.344, -4.488, 3.788)
H (9.085, -2.561, 2.295)
H (7.556, -2.309, 3.174)
H (7.415, -2.455, -0.777)
H (8.217, -3.834, -0.042)
H (9.040, -2.343, 0.118)
C (8.476, 4.235, 10.991)
O (7.611, 3.089, 10.722)
C (8.191, 1.861, 11.123)
C (7.057, 0.908, 11.428)
N (6.034, 0.937, 10.346)
H (5.132, 0.474, 10.588)
H (5.757, 1.898, 10.145)
C (6.499, 0.293, 9.087)
C (5.611, 0.734, 8.002)
O (5.456, 2.135, 8.114)
C (5.607, 2.923, 6.848)
H (9.451, 4.011, 10.556)
H (8.418, 4.490, 12.072)
H (8.050, 5.058, 10.469)
H (8.746, 1.942, 12.071)
H (8.889, 1.520, 10.376)
H (6.498, 1.052, 12.331)
H (7.455, -0.101, 11.482)
H (6.440, -0.794, 9.098)
H (7.478, 0.565, 8.827)
H (4.643, 0.231, 7.899)
H (6.186, 0.426, 7.140)
H (6.648, 2.970, 6.607)
H (5.349, 3.905, 7.193)
H (4.912, 2.603, 6.106)
Cl (3.566, -3.191, 4.612)
Cl (1.933, -0.907, -5.420)
Cl (2.297, -2.535, 1.493)

Cartesian forces (eV/Å) of the 2 atoms listed first:
-0.945 1.177 0.298
2.841 -2.382 -0.533

Atomic partial charges in e from the Löwdin method, atoms 1 to 99:
1. C 0.086
2. N -0.043
3. C 0.058
4. C 0.035
5. C -0.120
6. C 0.077
7. C -0.014
8. C -0.124
9. C 0.055
10. C 0.049
11. N -0.058
12. C 0.002
13. C 0.051
14. C 0.077
15. H 0.106
16. H 0.091
17. H 0.122
18. H 0.165
19. H 0.126
20. H 0.141
21. H 0.182
22. H 0.134
23. H 0.153
24. H 0.172
25. H 0.133
26. H 0.107
27. H 0.122
28. H 0.115
29. C 0.073
30. N -0.044
31. C -0.016
32. C 0.084
33. C -0.102
34. C 0.013
35. C 0.051
36. C -0.121
37. C 0.085
38. C 0.034
39. N -0.054
40. C 0.051
41. C 0.046
42. C 0.068
43. H 0.104
44. H 0.124
45. H 0.109
46. H 0.162
47. H 0.130
48. H 0.139
49. H 0.171
50. H 0.120
51. H 0.145
52. H 0.167
53. H 0.122
54. H 0.122
55. H 0.123
56. H 0.091
57. C 0.065
58. N -0.078
59. C 0.032
60. C 0.074
61. C -0.103
62. C 0.049
63. C 0.032
64. C -0.108
65. C 0.072
66. C 0.027
67. N -0.095
68. C 0.021
69. C 0.057
70. C 0.032
71. H 0.095
72. H 0.108
73. H 0.141
74. H 0.158
75. H 0.121
76. H 0.127
77. H 0.170
78. H 0.107
79. H 0.168
80. H 0.190
81. H 0.123
82. H 0.136
83. H 0.098
84. H 0.105
85. C 0.054
86. N -0.067
87. C -0.022
88. C 0.046
89. C -0.139
90. C 0.048
91. C 0.017
92. C -0.135
93. C 0.073
94. C 0.002
95. N -0.071
96. C 0.047
97. C 0.017
98. C 0.064
99. H 0.028